Entry 1:
# C54H66ClCrGe2N4OP

A structure of composition C54H66ClCrGe2N4OP in a non-equilibrium geometry (ωB97M-V with the def2-TZVPD basis set, the Open Molecules 2025 dataset).

XYZ file:
```
130
Properties=species:S:1:pos:R:3:forces:R:3
Ge -0.45992 2.47585 -0.38712 0.999 1.276 -0.374
Ge 1.97292 2.31017 0.88240 0.015 -0.066 0.215
Cr -0.03987 -0.13055 -0.12192 -0.275 0.370 1.859
Cl -4.60215 4.93074 2.42397 -0.014 0.028 0.077
P -1.01701 -0.77042 3.18900 0.293 0.039 0.638
O -0.90018 -0.11138 1.82687 0.187 -0.076 -0.800
N -3.12687 2.18180 0.00965 -0.089 0.011 -0.028
N 2.51260 -9.21405 -3.72931 -0.019 0.047 0.024
N 1.21747 -0.60792 -1.52382 0.902 -0.030 -0.874
N -1.19272 -1.52318 -0.81759 -0.910 -0.572 -0.278
C -0.75058 0.55521 4.42787 -0.184 -0.329 -0.270
C 0.16864 5.31130 0.37058 0.069 -0.121 -0.015
C 2.16976 -8.16381 -3.41404 0.116 -0.304 -0.092
C -1.95038 -3.58971 -1.36825 -0.059 0.003 0.066
C 1.63848 2.99400 2.72313 -0.128 -0.033 -0.457
C -2.73882 -2.95321 2.82355 -0.132 -0.101 0.204
C 0.90515 -4.29991 -2.27583 0.095 -0.299 -0.094
C 1.41464 -1.90736 -1.98967 -0.081 -0.295 0.092
C -2.50654 -1.58269 -0.56950 0.187 -0.019 -0.055
C 0.12411 -5.08322 -3.12680 0.007 0.152 -0.047
C 0.48836 -2.95231 -1.84269 -0.077 0.414 0.015
C 2.14257 -4.13943 3.66713 -0.127 -0.074 -0.070
C -3.30723 3.05609 0.99528 0.046 -0.074 0.102
C -0.81718 -2.74450 -1.34926 0.216 -0.078 0.130
C 1.89776 -3.60010 2.24552 -0.006 0.068 0.121
C -5.23686 -2.64101 3.25487 0.055 -0.030 -0.144
C 2.22259 0.12418 -2.01739 -0.318 -0.080 -0.049
C -3.02135 -2.83903 -0.91138 -0.060 -0.149 -0.045
C 1.74390 -6.85496 -3.02534 -0.126 0.342 0.079
C 3.46906 3.31602 0.03231 -0.513 -0.217 0.051
C 0.35389 -1.98537 3.43096 -0.425 0.189 -0.175
C -4.12788 1.97617 -0.84589 -0.050 -0.009 -0.007
C -2.66134 -1.55811 3.45126 0.484 0.162 -0.055
C -0.47632 1.82373 -5.13261 -0.008 -0.036 -0.004
C 0.39903 2.92762 -3.18422 0.034 0.057 0.131
C -4.47742 3.77994 1.14992 -0.034 -0.161 -0.166
C -1.76992 5.00244 -0.99908 0.036 -0.101 -0.086
C -2.04617 6.35733 -0.91960 -0.031 0.017 -0.033
C 0.40023 2.73363 -4.55765 0.045 0.042 -0.017
C -1.29737 1.24809 -2.95161 -0.013 0.108 0.045
C 2.54752 -6.07374 -2.19646 -0.017 -0.138 -0.071
C -1.63764 1.76892 4.09770 0.143 0.143 0.092
C -0.88657 0.12748 5.90479 -0.189 0.006 0.016
C 2.60454 0.44826 1.25026 -0.223 0.264 -0.287
C -2.30733 2.12706 6.49738 0.030 -0.074 -0.047
C -2.21371 0.59258 6.50321 0.131 0.094 -0.018
C -4.06805 -3.63760 3.18213 -0.011 0.127 0.007
C -1.20866 7.19691 -0.19660 0.017 -0.016 -0.007
C 2.12353 -4.81492 -1.82021 -0.139 0.106 0.075
C -0.08806 6.67374 0.43021 -0.019 0.085 0.010
C -0.66654 4.45411 -0.34160 -0.160 -0.432 0.254
C -1.32741 1.08017 -4.32825 0.003 -0.026 -0.059
C 0.21799 -2.89257 4.67750 0.027 -0.178 -0.042
C -5.51741 3.57463 0.25639 0.015 0.038 0.059
C 3.09230 -0.64522 -2.79862 0.153 -0.180 -0.098
C 2.59357 -1.93081 -2.77828 0.060 0.133 -0.028
C 0.82597 -4.27913 4.42676 0.112 0.128 -0.003
C -3.77705 -0.63741 2.89748 -0.116 -0.058 -0.128
C 0.58893 -2.80503 2.15402 0.182 0.004 0.006
C 0.52859 -6.35366 -3.48900 0.080 -0.052 -0.008
C -5.33982 2.64130 -0.75224 0.024 -0.010 0.022
C -1.61916 2.74736 5.26718 -0.088 -0.093 0.015
C -4.96503 -1.44159 2.35328 0.049 -0.038 0.195
C -0.45266 2.18845 -2.36642 -0.148 -0.192 0.349
H 3.50114 -6.45796 -1.86147 -0.023 -0.008 0.057
H -2.12385 3.67293 4.98809 0.077 0.049 0.002
H 1.04294 4.91893 0.87421 -0.039 0.090 -0.001
H -1.98498 -4.61934 -1.67946 0.023 0.010 -0.028
H -4.13949 0.01153 3.69688 0.032 0.035 -0.007
H -1.94209 0.64294 -2.32600 -0.033 -0.045 -0.031
H -4.04819 -3.15824 -0.83160 0.002 0.008 0.023
H -3.96536 -4.14575 4.14315 0.001 -0.071 -0.034
H -2.29684 0.22424 7.52615 -0.086 -0.051 -0.029
H 2.73474 -2.96318 1.94736 -0.005 -0.031 -0.060
H 3.72307 2.87942 -0.93248 0.038 0.021 -0.003
H 0.99293 -4.77342 5.38416 -0.077 -0.047 -0.012
H 0.58560 7.32623 0.97084 -0.011 -0.004 0.021
H -3.37329 -0.00203 2.10430 -0.032 0.070 0.069
H -0.78638 -4.67543 -3.54249 -0.020 -0.018 0.015
H -4.27396 -4.40193 2.43034 -0.003 -0.035 0.042
H 0.13221 -4.90097 3.85411 0.004 -0.043 0.029
H -3.95630 1.25360 -1.63466 0.021 0.031 -0.018
H -5.84081 -0.79307 2.30561 0.011 0.013 -0.097
H -2.66751 1.45992 3.91769 -0.019 0.026 -0.062
H -0.49800 1.69629 -6.20694 0.025 -0.014 0.000
H -1.42700 8.25447 -0.13048 0.020 0.007 -0.012
H 3.38639 0.50099 2.00951 -0.052 0.067 0.076
H 3.19447 4.35925 -0.11298 0.020 0.004 -0.015
H 2.65488 -5.10009 3.61672 0.066 0.038 0.040
H -0.08589 -6.95793 -4.14184 0.018 0.009 -0.029
H 1.84564 -4.42792 1.53521 0.049 0.022 -0.029
H 1.78008 -0.15208 1.64808 0.103 -0.079 0.083
H -0.07756 0.58399 6.47984 0.055 -0.085 -0.009
H 0.82434 2.42458 3.17109 0.093 0.069 -0.031
H 2.73038 -4.21841 -1.15265 0.031 -0.001 -0.003
H 2.98383 -2.78168 -3.31065 -0.018 -0.021 0.006
H -6.16563 -3.13418 2.96777 -0.024 0.007 0.079
H 2.27245 1.18780 -1.83821 0.016 0.006 0.073
H 3.96515 -0.29204 -3.32201 -0.020 0.027 -0.015
H -2.64127 -2.86523 1.74347 0.085 -0.027 -0.111
H -6.12856 2.43388 -1.46153 0.002 0.029 -0.016
H -0.24176 -3.48589 1.97547 -0.049 0.049 -0.041
H -3.04441 0.15869 5.93827 -0.015 -0.001 0.021
H -6.43879 4.13322 0.34933 -0.001 0.004 0.020
H 1.08020 3.29939 -5.18174 -0.027 0.030 -0.003
H -1.84322 2.51913 7.40373 -0.068 0.028 0.024
H 1.23337 -1.34191 3.56096 -0.029 0.036 0.005
H 4.33879 3.26118 0.68747 -0.009 -0.032 0.037
H 2.79189 -3.45550 4.22098 0.034 -0.035 0.013
H 3.01275 -0.04080 0.36841 0.021 -0.026 0.062
H 0.63802 -2.13635 1.29298 -0.056 -0.070 -0.108
H -1.27719 2.23702 3.17995 -0.045 -0.063 -0.003
H 2.54093 2.85106 3.31866 0.043 -0.034 -0.033
H 1.36854 4.04795 2.74169 0.012 -0.021 0.041
H -0.58143 2.99973 5.50296 0.003 0.048 -0.029
H -2.77013 -1.66903 4.53654 0.013 0.055 0.009
H -3.35897 2.41781 6.51920 0.013 0.045 0.048
H -5.36329 -2.28745 4.28210 -0.053 0.008 0.001
H 0.29201 0.83805 4.23717 -0.028 -0.052 0.034
H -2.41211 4.35562 -1.58866 -0.054 0.062 0.006
H -0.82613 -3.00582 4.97913 0.036 0.037 0.064
H -0.78669 -0.95246 6.01146 0.060 0.038 0.085
H -1.92378 -3.58043 3.18363 0.017 -0.002 -0.102
H 0.75142 -2.43129 5.51002 -0.073 0.020 0.028
H -2.01251 0.36992 -4.77436 0.019 -0.020 0.011
H -2.47876 3.19419 1.68112 -0.046 0.100 -0.034
H -3.01611 -0.72942 -0.14267 -0.026 -0.034 0.065
H 1.06313 3.66255 -2.73961 -0.004 0.039 -0.069
H -4.75224 -1.78905 1.33848 -0.051 0.007 -0.025
H -2.91498 6.76010 -1.42474 0.011 0.010 -0.011
```
Forces are in eV/Å.

The spin multiplicity is 6. Its gap between HOMO and LUMO (alpha / beta) is 5.649 / 6.427 eV. The calculated total energy comes out at -8391.2750 Eh. Its total charge is +1. The highest occupied orbital energy (alpha / beta) comes out at -9.089 / -10.164 eV.

Entry 2:
# C54H72Cl4N9O2

A cluster of 9 separate species, C54H72Cl4N9O2 in total in a non-equilibrium geometry (ωB97M-V with the def2-TZVPD basis set, the Open Molecules 2025 dataset).

XYZ file:
```
141
Properties=species:S:1:pos:R:3:forces:R:3
Cl 1.89616 0.80755 -4.71878 0.094 -0.103 -0.064
Cl 1.21115 4.18789 -2.51936 -0.080 -0.084 0.009
Cl 0.39833 0.34884 2.54598 0.222 0.164 -0.064
Cl -2.86500 -5.51546 2.89141 0.227 0.062 -0.250
O -1.78157 3.94657 1.01874 0.675 0.587 0.619
O 2.08480 5.65597 2.74717 0.695 0.606 -0.523
N 5.53544 1.03921 -10.03038 0.488 -0.571 0.165
N -5.52812 -5.33209 5.60197 0.379 0.398 1.850
N 0.81594 -5.19462 -0.17023 -2.184 -0.294 -0.548
N -7.06343 -9.84244 0.58863 -0.625 0.405 -1.527
N 2.79025 0.83478 5.76916 -0.832 -0.536 -0.400
N 0.88183 4.87805 0.32348 -0.431 -0.229 0.472
N 3.79406 0.57117 -1.98343 0.970 0.562 0.445
N -1.73230 6.05875 4.94671 -0.651 -0.250 -0.345
N -0.00554 3.46018 -6.62218 0.975 -1.395 -0.557
C 2.88670 4.99719 1.78384 0.786 0.945 -0.504
C 1.50824 0.59343 5.52747 -0.911 1.069 -1.059
C 2.12902 2.73356 -8.18991 0.259 0.607 0.022
C 3.28959 2.18652 -8.92315 -0.865 -0.617 -0.433
C 1.07989 2.94760 5.27878 0.075 -0.940 -0.204
C 2.49670 7.04591 2.78009 -1.010 0.005 0.211
C 3.58037 -0.32822 6.15021 1.463 0.570 1.219
C -2.82980 7.03063 5.04815 -1.030 -0.273 -0.755
C 1.22288 3.47906 -6.10404 0.775 -0.178 -0.785
C 0.63344 1.64985 5.24893 -0.192 -1.229 0.347
C 2.54981 -3.02374 -0.39837 -2.742 -1.500 -2.271
C -5.82715 -7.02607 3.45954 -1.239 0.975 0.181
C 3.17671 -1.73815 -0.60060 1.284 1.316 -1.402
C 3.28147 2.09013 5.76197 -0.150 0.041 0.006
C 0.85162 2.77322 -8.73452 -1.156 -0.627 -0.742
C 4.66291 -0.46952 -1.98728 -0.685 0.908 -0.239
C -5.60208 -9.18039 2.28767 0.612 0.128 0.276
C 3.74903 2.59723 -10.15281 1.000 1.010 -1.211
C -7.44560 -8.55650 0.47171 -1.435 -0.020 -1.072
C -6.60032 -5.18523 4.84271 -1.362 0.395 -0.124
C -5.45788 -4.58157 6.88726 0.701 0.287 0.177
C 4.17670 1.88864 -2.62580 -1.071 -0.550 -0.309
C -3.02508 3.72323 0.44444 -0.617 -1.242 -0.786
C 1.61232 -3.36339 -1.43260 -1.506 -0.987 0.687
C 0.70492 -4.44434 -1.27922 2.791 1.855 0.744
C -6.14175 -7.89888 2.34004 -0.276 -0.561 -0.813
C 4.33407 -1.65079 -1.38470 0.001 -0.219 0.539
C 0.53840 3.47180 0.77375 0.893 -0.265 0.187
C 3.84377 1.04857 -8.37903 1.844 -0.993 1.301
C 0.30306 5.21423 5.81871 -0.014 1.061 0.383
C 0.15838 4.06002 5.08550 0.396 1.445 1.027
C -1.86209 4.99074 4.13102 1.021 0.368 0.250
C -1.06285 3.68742 -5.66291 -1.926 -0.624 0.446
C -0.67759 6.22840 5.71905 1.330 -1.717 0.919
C -6.76353 -6.07696 3.84324 -1.044 -0.088 -1.675
C 4.99680 0.49896 -8.90271 -0.105 0.878 -1.002
C -6.08012 -10.12294 1.40845 1.216 -1.111 1.094
C -4.58174 -6.20389 5.28550 -0.493 0.427 1.028
C 2.33327 5.22028 0.40029 0.351 0.566 -0.691
C -0.23177 3.01097 -7.92635 0.402 1.389 1.336
C 2.40627 -0.59405 -0.46782 -1.259 0.326 -0.410
C -7.72770 -10.87863 -0.27340 -0.146 0.134 0.550
C -0.33534 -6.11959 0.06790 0.176 -0.458 0.801
C -4.72048 -7.04326 4.22190 3.133 -2.284 -0.078
C -0.89622 4.02221 4.23701 -1.451 -2.298 -1.933
C 2.31807 3.11905 -6.89105 -0.112 0.156 0.279
C 2.61480 -3.94076 0.59847 2.289 0.495 2.163
C 6.81462 0.50982 -10.57220 0.624 -0.057 -0.337
C 1.73651 -4.97240 0.75427 -0.252 -1.360 0.804
C 2.64771 0.52726 -1.26855 0.768 -0.693 -0.122
C -0.86328 3.01693 0.50022 -0.078 0.750 -1.565
C -7.04717 -7.55625 1.30332 0.429 -0.742 1.236
C 4.93284 2.03198 -10.68621 -1.467 0.916 0.653
C 2.43112 3.14261 5.50051 0.573 -0.051 0.535
H -2.64530 7.69370 5.88635 -0.185 -0.068 0.040
H -3.30947 2.66418 0.61353 -0.390 0.548 0.315
H 7.59253 1.29273 -10.64012 -0.605 -0.203 0.263
H 0.67797 2.51011 -9.78687 0.030 0.021 0.576
H -6.41094 -4.37203 7.37336 -0.215 -0.257 -0.683
H 1.38648 -2.75857 -2.29462 0.505 0.423 -0.133
H -8.17751 -8.37168 -0.32309 0.268 -0.034 0.455
H 0.38477 5.51781 0.95870 0.030 -0.182 -0.451
H 1.18622 -0.42934 5.40584 0.014 -0.029 0.284
H -4.79461 -9.45828 2.96454 -0.361 -0.062 -0.138
H -8.29487 -10.35731 -1.03491 -0.067 0.025 -0.020
H -0.22372 -6.57181 1.04940 0.079 0.055 0.072
H 1.16555 5.22010 6.48169 -0.452 0.852 0.183
H 3.57585 0.64458 -7.40423 -0.623 0.133 -0.171
H 4.96264 -2.50807 -1.53763 0.194 -0.202 -0.039
H 2.38563 6.27451 0.09947 0.073 -0.220 0.039
H -1.01305 3.02747 -0.63633 0.324 -0.465 1.307
H -7.33192 -4.41126 5.10601 0.369 -0.531 -0.065
H -4.95085 -3.65669 6.67391 0.087 0.509 -0.019
H 5.55836 -0.31082 -2.56023 0.171 -0.108 -0.072
H 1.69335 -5.66379 1.63099 0.298 0.859 -0.862
H 5.03056 1.82202 -3.28626 0.069 -0.609 -0.062
H 3.96959 5.32790 1.83180 -1.140 -0.385 -0.052
H 1.58704 7.64889 2.87217 0.315 0.016 0.209
H -0.68996 3.74564 -4.64027 0.384 0.026 -0.245
H -1.57140 4.61252 -5.89591 -0.232 0.160 -0.120
H 3.31697 3.11234 -6.48127 -0.146 0.001 0.299
H 1.35232 3.73915 -5.06472 -0.185 0.133 0.177
H 3.39165 -0.45763 7.22509 0.509 -0.137 -0.267
H -8.41830 -11.46792 0.35640 0.473 0.222 -0.319
H 4.33153 2.16349 6.00631 -0.026 0.282 -0.077
H 6.63335 0.14938 -11.58352 -0.050 -0.077 0.058
H 5.40120 2.43678 -11.58222 -0.070 -0.303 0.190
H -1.27718 2.97967 -8.22222 0.302 -0.030 -0.080
H -3.89789 -7.78577 4.09426 -0.815 0.868 -0.038
H -7.57509 -6.62518 1.23530 0.277 0.431 -0.149
H 5.55028 -0.32089 -8.47713 -0.110 -0.091 0.129
H 3.04289 7.39990 1.91053 -0.140 -0.320 -0.395
H -2.64970 5.04267 3.39698 -0.190 -0.417 0.105
H -4.86246 -5.09530 7.64080 0.056 -0.362 -0.385
H -1.78709 2.83601 -5.67255 0.557 0.706 -0.242
H -2.80571 7.60385 4.11737 -0.360 0.068 0.198
H 2.87471 4.64846 -0.37106 -0.390 0.100 0.311
H -1.00163 2.02435 0.95068 0.084 0.049 -0.294
H 0.84729 3.36354 1.82603 -0.429 0.185 -0.332
H 3.28882 2.18100 -3.19981 0.242 0.089 0.091
H 1.15543 2.77322 0.21782 0.372 0.172 -0.131
H 3.16514 7.17458 3.60335 0.265 0.266 0.783
H -3.00193 3.79108 -0.65209 0.157 0.391 0.058
H 3.35074 -1.24397 5.65515 -0.741 -0.279 -0.673
H -6.98318 -11.49726 -0.76292 0.100 -0.091 0.190
H -0.77134 7.07547 6.35394 0.610 0.542 0.466
H -3.71838 4.44528 0.82966 -0.498 0.101 0.255
H -0.39315 1.37379 5.05999 -0.002 0.109 -0.067
H -3.79086 -6.24343 5.98940 0.802 -0.224 0.201
H -1.28203 -5.56930 0.11265 0.345 0.033 -0.212
H 2.83553 3.95845 1.93118 0.158 -1.455 0.795
H -0.33544 -6.92570 -0.66040 0.004 0.213 -0.250
H 4.41097 2.60902 -1.86519 -0.051 0.163 0.560
H -7.66080 -6.11083 3.26754 -0.689 0.607 -0.005
H 4.63057 -0.12126 5.92780 -0.123 0.005 0.396
H 1.47585 -0.68470 0.09526 0.157 0.445 -0.040
H 3.42033 -3.79439 1.33142 -0.649 -0.236 0.027
H 2.76459 4.15193 5.55806 0.718 0.450 -0.140
H -3.80322 6.46666 5.15186 1.119 0.801 -0.036
H -5.67314 -11.13796 1.40917 -0.327 0.300 -0.036
H -0.94939 3.07143 3.69396 -0.530 0.586 -0.466
H 0.63056 5.04232 -0.69484 -0.014 -0.589 0.283
H -0.08837 -4.64699 -1.96152 -0.314 -0.185 -0.324
H 3.29007 3.46706 -10.66742 0.426 -0.773 0.304
H 1.96207 1.34715 -1.47743 0.040 -0.040 0.385
H 7.20590 -0.31831 -9.96647 -0.384 0.365 -0.074
```
Forces are in eV/Å.

Its gap between HOMO and LUMO is 5.659 eV. The calculated total energy comes out at -4583.2518 Eh. Its total charge is +5. The highest occupied orbital energy comes out at -15.501 eV.